No. 1
ORCA calculation (wB97M-V/def2-TZVPD) on the molecule C4H10ClN in a non-equilibrium geometry.

Properties
- LUMO (Ha) = 0.039
- total charge = 0
- SMILES = CN(C)CCCl
- E_tot (eV) = -18322.1391
- HOMO-LUMO gap (eV) = 10.1

XYZ file:
```
16
Properties=species:S:1:pos:R:3:forces:R:3:mulliken_charge:R:1
C 0.252 1.223 -1.385 0.26 1.04 0.24 -1.03
N 0.099 0.003 -0.642 0.24 0.31 -0.35 -0.14
C -1.297 -0.332 -0.657 -0.49 -1.07 -0.11 -1.04
C 0.597 0.190 0.698 1.10 -1.45 0.84 -0.53
C 0.534 -1.144 1.487 0.40 -0.40 -1.77 -0.64
Cl 1.842 -1.362 2.635 0.33 0.25 0.73 -0.21
H -0.230 2.081 -0.849 -0.24 -0.38 -0.60 0.37
H -0.089 1.100 -2.406 -0.42 0.11 -0.03 0.33
H 1.279 1.540 -1.464 0.69 -0.21 0.07 0.33
H -1.646 -0.576 -1.662 0.22 0.25 -0.14 0.34
H -1.452 -1.255 -0.106 -0.18 0.02 0.30 0.34
H -1.942 0.458 -0.270 -0.15 0.23 0.28 0.37
H 0.061 0.921 1.257 -0.66 1.09 0.43 0.34
H 1.668 0.488 0.689 -0.67 -0.10 -0.26 0.45
H 0.726 -1.914 0.742 -0.07 -0.08 -0.12 0.33
H -0.403 -1.421 1.932 -0.37 0.41 0.48 0.39
```
Forces are in eV/Å.

No. 2
ORCA calculation (wB97M-V/def2-TZVPD) on a structure of composition C4H10ClN2 in a non-equilibrium geometry.

Properties
- LUMO (Ha) = -0.155
- total charge = +1
- E_tot (eV) = -19804.1848
- HOMO-LUMO gap (eV) = 9.7

XYZ file:
```
17
Properties=species:S:1:pos:R:3:forces:R:3:mulliken_charge:R:1
C 0.349 -0.862 -0.335 -1.25 0.49 1.05 0.36
C -1.781 0.042 -1.827 -0.75 -4.90 3.38 -0.99
C 1.787 -1.934 1.414 1.74 -1.70 0.08 -0.87
C -1.331 0.043 -0.327 0.91 -2.05 -1.90 -0.11
N 0.759 -1.038 0.885 0.44 0.12 -0.08 -0.07
N -1.219 1.229 0.264 1.14 1.96 2.21 -0.44
Cl 1.060 -1.671 -1.598 0.23 -0.24 -0.20 -0.07
H -1.247 0.724 -2.400 0.50 1.07 -1.26 0.38
H -2.864 -0.162 -1.950 0.38 1.52 0.15 0.31
H -1.520 -1.053 -1.974 0.37 1.29 -1.13 0.26
H 1.423 -2.976 1.576 -0.31 0.83 -0.40 0.34
H 2.241 -1.692 2.404 -0.78 0.69 -0.88 0.33
H 2.638 -2.049 0.696 -0.81 0.38 0.47 0.30
H -1.703 -0.759 0.320 -0.64 0.39 -0.37 0.52
H -0.780 1.918 -0.351 -0.29 0.10 0.68 0.26
H 0.310 -0.427 1.560 -0.08 -0.24 0.08 0.21
H -0.878 1.256 1.269 -0.81 0.29 -1.88 0.27
```
Forces are in eV/Å.

No. 3
ORCA calculation (wB97M-V/def2-TZVPD) on the molecule C4H10ClN3 in a non-equilibrium geometry.

Properties
- LUMO (Ha) = 0.028
- total charge = 0
- SMILES = [H]/N=C(/NC)[C@@H](N)CCl
- E_tot (eV) = -21302.4855
- HOMO-LUMO gap (eV) = 10.0

XYZ file:
```
18
Properties=species:S:1:pos:R:3:forces:R:3:mulliken_charge:R:1
H -1.293 1.779 -1.639 -0.63 -1.07 1.04 0.24
N -1.876 1.079 -1.115 -0.27 0.76 -1.41 -0.82
C -1.224 0.316 -0.338 2.47 2.71 -0.87 0.65
N -1.765 -0.679 0.327 -0.25 -1.00 0.36 -0.16
C -3.164 -0.910 0.253 -0.69 -0.75 -0.59 -0.87
C 0.274 0.583 -0.041 0.16 -1.03 1.98 -0.52
N 0.590 1.183 1.298 -0.77 -0.91 -0.77 -0.54
C 1.101 -0.676 -0.175 0.30 -1.42 -0.34 -0.58
Cl 2.906 -0.394 -0.218 -0.85 0.11 0.12 -0.22
H -1.244 -0.931 1.118 0.33 -0.81 1.15 0.25
H -3.478 -1.624 1.018 0.03 0.21 -0.14 0.34
H -3.397 -1.311 -0.748 -0.06 0.02 0.41 0.25
H -3.679 0.031 0.318 -0.52 0.37 0.27 0.34
H 0.622 1.246 -0.782 0.30 0.93 -0.84 0.58
H -0.107 0.978 2.037 0.64 0.74 -0.90 0.24
H 0.803 2.147 1.123 -0.37 0.38 0.79 0.22
H 0.881 -1.161 -1.138 0.05 0.04 0.36 0.38
H 0.925 -1.418 0.643 0.15 0.72 -0.61 0.24
```
Forces are in eV/Å.